Entry 1:
C8H11N2 | ωB97M-V/def2-TZVPD

Summary:
DFT total energy = -11444.62405 eV
HOMO-LUMO gap = 9.16 eV
SMILES string = C1=NC[C@@H]2CC[C@@H]3CC1=[N+]32
net charge = +1
energy relative to the best compared isomer or geometry (same formula, charge and spin) = 73.9 kcal per mole
lowest unoccupied orbital energy = -0.2015 hartree
molar mass = 135.19 g/mol

Geometry as XYZ:
```
21
Properties=species:S:1:pos:R:3:lowdin_charge:R:1
C 2.224 0.539 -0.293 -0.023
N 2.391 -0.716 -0.461 0.136
C 1.424 -1.575 0.116 -0.132
C 0.114 -1.022 0.778 -0.181
C -1.166 -1.265 -0.098 -0.074
C -1.688 0.092 -0.608 -0.038
C -1.072 1.101 0.441 -0.201
C -0.192 2.177 -0.112 0.007
C 0.973 1.235 0.202 0.071
N 0.109 0.367 0.747 0.028
H 2.769 1.288 -0.691 0.085
H 2.001 -2.182 0.835 0.148
H 1.187 -2.331 -0.582 0.113
H -0.127 -1.547 1.732 0.175
H -1.802 -1.816 0.594 0.127
H -1.004 -1.861 -0.935 0.098
H -1.192 0.490 -1.504 0.130
H -2.727 0.143 -0.662 0.104
H -1.779 1.415 1.226 0.178
H -0.334 2.373 -1.133 0.123
H -0.112 3.094 0.408 0.125
```

---

Entry 2:
C8H11N2O | ωB97M-V/def2-TZVPD

Summary:
DFT total energy = -13492.25373 eV
HOMO-LUMO gap = 7.28 eV
net charge = +1
energy relative to the best compared isomer or geometry (same formula, charge and spin) = 95.0 kcal per mole
lowest unoccupied orbital energy = -0.1373 hartree
molar mass = 151.19 g/mol

Geometry as XYZ:
```
22
Properties=species:S:1:pos:R:3:lowdin_charge:R:1
C -0.691 -0.542 1.597 -0.035
C 0.573 -1.026 1.729 -0.111
C -0.961 0.475 0.565 -0.208
C 1.569 -0.823 0.802 -0.095
C -0.207 -0.130 -0.598 -0.246
C -0.317 -1.199 -2.781 0.065
C -0.929 -0.677 -1.692 -0.096
C -0.343 1.825 0.765 -0.322
N 1.092 -0.447 -0.398 0.080
N 0.427 2.248 1.735 0.276
O -0.410 2.736 -0.148 0.166
H -1.578 -0.972 2.062 0.125
H 0.884 -1.687 2.421 0.082
H -2.151 0.536 0.316 0.227
H 2.615 -1.329 0.830 0.165
H -0.948 -1.431 -3.611 0.063
H 0.710 -1.232 -3.023 0.049
H -1.906 -0.780 -1.499 0.075
H 0.592 1.654 2.553 0.151
H 0.494 3.272 1.866 0.177
H 1.494 -0.917 -1.310 0.203
H -1.123 2.507 -0.850 0.209
```

---

Entry 3:
C8H11N2O2 | ωB97M-V/def2-TZVPD

Summary:
DFT total energy = -15540.67664 eV
HOMO-LUMO gap = 10.00 eV
SMILES string = Cc1cc2n([n+]1C)[C@H](C)OC2=O
net charge = +1
energy relative to the best compared isomer or geometry (same formula, charge and spin) = 70.9 kcal per mole
lowest unoccupied orbital energy = -0.1634 hartree
molar mass = 167.19 g/mol

Geometry as XYZ:
```
23
Properties=species:S:1:pos:R:3:lowdin_charge:R:1
C -2.626 -0.916 -0.824 0.065
C -1.231 -0.370 -1.127 -0.153
C -0.508 -0.278 -2.363 0.098
C 0.807 -0.109 -2.052 -0.079
N 0.979 -0.062 -0.720 0.123
N -0.392 -0.192 -0.091 0.031
C -0.698 -0.540 1.303 0.036
C 2.364 0.095 -0.295 -0.226
C 2.805 1.446 0.347 0.034
O 3.038 0.084 -1.591 0.080
C 2.177 -0.054 -2.637 -0.370
O 2.579 0.001 -3.754 0.211
H -2.713 -0.701 0.259 0.092
H -3.344 -0.540 -1.398 0.056
H -2.577 -1.913 -1.021 0.080
H -0.838 -0.398 -3.435 0.165
H -1.129 -1.549 1.365 0.118
H 0.305 -0.491 1.853 0.139
H -1.359 0.157 1.629 0.066
H 2.761 -0.701 0.251 0.142
H 2.019 1.849 0.882 0.045
H 3.086 2.053 -0.534 0.107
H 3.741 1.247 1.024 0.140
```

---

Entry 4:
C8H11N2O3S2 | ωB97M-V/def2-TZVPD

Summary:
DFT total energy = -39256.10055 eV
HOMO-LUMO gap = 7.58 eV
net charge = +1
energy relative to the best compared isomer or geometry (same formula, charge and spin) = 0.0 kcal per mole
lowest unoccupied orbital energy = -0.1432 hartree
molar mass = 247.32 g/mol

Geometry as XYZ:
```
26
Properties=species:S:1:pos:R:3:lowdin_charge:R:1
C 2.632 -0.601 1.225 -0.295
C 2.830 0.112 0.061 -0.371
C 1.656 0.765 -0.415 -0.291
C 0.528 0.469 0.379 -0.549
C -1.867 -1.586 -0.315 -0.279
C -0.918 -2.682 -0.382 -0.075
C -2.419 -2.946 -0.544 0.000
C -2.435 2.898 0.956 0.028
N 4.047 0.183 -0.528 0.144
N -2.082 -0.344 -0.275 0.021
O -0.936 1.738 -1.282 -0.201
O -1.594 1.701 1.167 -0.243
O 1.759 1.516 -1.541 0.108
S 0.987 -0.560 1.695 1.035
S -1.055 0.945 -0.129 0.843
H 3.265 -1.126 1.930 0.092
H -0.214 -2.702 -1.233 0.139
H -0.414 -3.080 0.506 0.111
H -2.977 -3.395 0.404 0.182
H -2.734 -3.254 -1.449 0.072
H -3.320 2.735 0.483 0.080
H -1.892 3.590 0.470 0.066
H -2.562 3.148 1.945 0.091
H 4.047 0.902 -1.276 0.132
H 4.754 0.080 0.113 0.078
H 0.912 1.493 -1.967 0.081
```

---

Entry 5:
C8H11N3 | ωB97M-V/def2-TZVPD

Summary:
DFT total energy = -12923.34943 eV
HOMO-LUMO gap (spin up / spin down) = 7.53 / 7.90 eV
net charge = +2
energy relative to the best compared isomer or geometry (same formula, charge and spin) = 51.3 kcal per mole
lowest unoccupied orbital energy (spin up / spin down) = -0.3179 / -0.3445 hartree
molar mass = 149.20 g/mol

Geometry as XYZ:
```
22
Properties=species:S:1:pos:R:3:lowdin_charge:R:1
C -3.080 -0.492 0.561 -0.004
C -2.068 -1.266 0.107 0.161
C -0.550 0.653 -0.016 -0.167
C 1.767 0.162 0.023 -0.229
C 0.340 -1.787 -0.400 -0.056
C -2.932 0.950 0.085 0.113
C -0.857 -0.799 -0.576 -0.175
C 3.101 0.820 0.201 0.072
N 0.667 0.958 0.306 0.199
N -1.616 1.419 0.017 0.160
N 1.598 -1.050 -0.367 0.145
H -3.924 -0.864 1.075 0.110
H 0.121 -2.417 0.525 0.169
H 0.401 -2.624 -1.134 0.164
H -3.747 1.497 -0.251 0.125
H -1.166 -0.667 -1.572 0.156
H 3.933 0.277 -0.025 0.069
H 3.177 1.008 1.355 0.170
H 3.047 1.781 -0.298 0.117
H 0.898 1.750 0.987 0.238
H -1.547 2.412 0.099 0.187
H 2.438 -1.721 -0.704 0.275
```

---

Entry 6:
C8H11N3O4 | ωB97M-V/def2-TZVPD

Summary:
DFT total energy = -21126.65988 eV
HOMO-LUMO gap = 8.19 eV
SMILES string = CC(/C=C\C(=C\N)[N+](=O)[O-])=C(\C)[N+](=O)[O-]
net charge = 0
energy relative to the best compared isomer or geometry (same formula, charge and spin) = 210.5 kcal per mole
lowest unoccupied orbital energy = -0.0144 hartree
molar mass = 213.19 g/mol

Geometry as XYZ:
```
26
Properties=species:S:1:pos:R:3:lowdin_charge:R:1
C -1.497 1.899 0.936 -0.040
C -1.193 0.783 0.065 -0.216
C -0.769 1.304 -1.251 -0.032
C 0.496 1.037 -1.665 -0.076
C 1.417 0.305 -0.881 -0.226
C 1.739 -0.974 -1.170 -0.150
N 2.402 -1.836 -0.469 0.112
N 1.931 0.940 0.293 -0.289
O 1.425 1.998 0.719 0.040
O 2.896 0.404 0.902 0.005
C -1.254 -0.534 0.402 -0.200
C -1.334 -0.918 1.823 -0.021
N -1.205 -1.565 -0.606 -0.374
O -1.351 -1.230 -1.758 0.078
O -0.966 -2.650 -0.170 0.081
H -2.299 1.604 1.586 0.099
H -1.648 2.800 0.449 0.076
H -0.618 2.168 1.425 0.065
H -1.500 1.960 -1.865 0.159
H 0.803 1.471 -2.651 0.131
H 1.212 -1.418 -2.072 0.166
H 2.632 -2.807 -0.840 0.156
H 2.790 -1.525 0.488 0.141
H -1.103 0.030 2.390 0.101
H -0.669 -1.851 1.916 0.110
H -2.337 -1.391 2.005 0.104
```

---

Entry 7:
C8H11N3OS2 | ωB97M-V/def2-TZVPD

Summary:
DFT total energy = -36655.60220 eV
HOMO-LUMO gap (spin up / spin down) = 7.81 / 7.83 eV
net charge = 0
energy relative to the best compared isomer or geometry (same formula, charge and spin) = 142.9 kcal per mole
lowest unoccupied orbital energy (spin up / spin down) = -0.0393 / -0.0294 hartree
molar mass = 229.33 g/mol

Geometry as XYZ:
```
25
Properties=species:S:1:pos:R:3:lowdin_charge:R:1
C 4.792 1.270 -0.319 -0.494
C 3.169 -0.018 0.515 -0.458
C 0.586 -0.841 -1.197 -0.176
C -0.249 -0.032 -0.532 -0.370
C 0.424 -1.051 1.710 -0.276
C -0.635 -0.349 0.867 -0.377
C -0.709 1.270 -1.166 -0.040
C -1.868 -1.140 0.690 -0.080
N 3.622 1.783 -0.444 -0.059
N 2.693 1.036 0.110 -0.051
N 1.521 -1.710 1.102 -0.184
O 2.435 -2.829 -0.912 -0.495
S 4.850 -0.272 0.468 1.025
S 1.158 -2.374 -0.349 0.868
H 5.714 1.774 -0.777 0.103
H 1.017 -0.861 -2.210 0.101
H 0.847 -0.367 2.425 0.116
H -0.039 -1.759 2.365 0.111
H -0.918 0.656 1.316 0.154
H -1.193 1.925 -0.308 0.114
H -1.543 1.218 -1.982 0.113
H 0.207 1.657 -1.584 0.064
H -2.599 -0.403 0.440 0.073
H -2.148 -1.669 1.637 0.102
H -1.886 -1.861 -0.198 0.117
```

---

Entry 8:
C8H11N4 | ωB97M-V/def2-TZVPD

Summary:
DFT total energy = -14424.10802 eV
HOMO-LUMO gap (spin up / spin down) = 7.84 / 7.84 eV
SMILES string = [H]/N=C(\N[N+](=C)C)c1cccnc1
net charge = +1
energy relative to the best compared isomer or geometry (same formula, charge and spin) = 91.5 kcal per mole
lowest unoccupied orbital energy (spin up / spin down) = -0.1885 / -0.1885 hartree
molar mass = 163.20 g/mol

Geometry as XYZ:
```
23
Properties=species:S:1:pos:R:3:lowdin_charge:R:1
H 2.231 -0.735 2.406 0.038
N 1.528 -0.124 2.229 0.256
C 0.932 -0.002 1.113 -0.342
N 1.127 -0.866 -0.014 0.128
N 0.141 -1.362 -0.832 -0.141
C -1.122 -1.034 -0.638 0.215
C 0.606 -2.120 -1.947 0.010
C 0.154 1.199 1.002 -0.222
C -0.704 1.691 2.031 0.022
C -1.417 2.886 1.820 -0.007
C -1.118 3.605 0.656 -0.110
N -0.211 3.226 -0.225 0.074
C 0.360 2.056 -0.101 -0.111
H 2.027 -1.194 -0.220 0.145
H -1.328 -0.225 0.033 0.087
H -1.877 -1.029 -1.433 0.138
H -0.026 -2.661 -2.636 0.118
H 1.198 -1.490 -2.570 0.108
H 1.314 -2.924 -1.636 0.131
H -0.874 1.227 2.934 0.094
H -1.817 3.180 2.707 0.080
H -1.489 4.644 0.525 0.129
H 1.253 1.602 -0.750 0.159
```